Entry 1:
C15H29I2N3O7P2 | wB97M-V/def2-TZVPD

Geometry as ORCA input:
```
! RIJCOSX wB97M-V def2-TZVPD def2/J DEFGRID3
* xyz 0 1
I -2.022 -1.350 -3.721
I 1.523 1.888 -5.134
P -2.585 1.971 -4.826
P -5.169 1.221 -3.985
O -6.166 0.136 -4.567
O -3.938 1.108 -5.024
O -4.663 0.619 -2.616
O -5.780 2.534 -3.886
O -2.654 3.261 -5.492
O -2.329 2.107 -3.275
O -1.467 1.058 -5.499
N 4.872 2.570 2.402
N 0.470 -1.621 2.746
N 0.865 -2.404 -0.862
C 3.987 -0.605 0.146
C -1.839 -2.802 3.024
C 1.240 -0.684 -3.501
C -3.115 -0.654 2.520
C 0.380 0.506 -3.941
C 2.064 2.463 4.437
C 2.988 2.067 5.583
C 3.318 -1.303 1.328
C -0.764 0.020 -4.816
C 2.716 -2.662 0.958
C 1.684 -2.517 -0.065
C -0.542 -2.149 2.868
C 2.468 1.830 3.101
C 3.815 2.243 2.709
C -2.904 -2.119 2.157
H -1.820 2.914 -3.137
H -1.730 -3.849 2.741
H 2.265 -3.134 1.826
H 4.054 -1.449 2.121
H -3.899 -0.218 1.902
H -3.410 -0.545 3.565
H -3.844 -2.661 2.274
H 2.448 0.744 3.177
H 2.290 -0.426 -3.486
H 1.092 -1.496 -4.209
H -2.208 -0.070 2.358
H 1.773 2.124 2.314
H -4.897 1.245 -1.922
H -0.327 -0.580 -5.602
H 4.785 -1.218 -0.276
H 2.535 -0.670 1.726
H 0.900 -1.053 -2.538
H 1.044 2.156 4.671
H 0.004 1.003 -3.057
H 3.497 -3.322 0.578
H -2.118 -2.766 4.078
H 2.649 2.511 6.518
H 3.009 0.983 5.712
H 3.267 -0.390 -0.646
H 4.008 2.409 5.407
H -5.676 -0.672 -4.769
H -2.619 -2.196 1.107
H 2.057 3.550 4.337
H 4.422 0.343 0.460
*
```

- M (g mol⁻¹) = 679.2
- max |F| (eV Å⁻¹) = 2.42
- HOMO-LUMO gap (eV) = 9.3805
- highest occupied orbital energy (eV) = -9.5

Entry 2:
C15H29LaOS | wB97M-V/def2-TZVPD

Geometry as ORCA input:
```
! RIJCOSX wB97M-V def2-TZVPD def2/J DEFGRID3
* xyz 2 1
La 1.104 0.530 0.373
S -0.536 0.155 3.818
O 0.156 0.499 2.483
C -1.543 -1.187 -1.222
C -0.718 1.838 4.364
C 0.358 -2.407 -0.798
C -2.957 -0.744 -1.188
C 1.379 2.134 -1.466
C 1.406 -3.048 0.059
C -0.963 -2.125 -0.333
C 0.576 -1.659 -2.016
C 0.453 4.039 -1.786
C 0.095 2.686 -1.121
C -0.807 0.045 -3.388
C 0.797 -0.327 4.910
C 1.886 -1.369 -2.701
C -1.616 -2.699 0.871
C -0.617 -0.913 -2.266
H -3.654 -1.561 -1.499
H -0.563 -0.423 -4.355
H 2.717 -1.825 -2.162
H 1.434 -2.569 1.067
H 0.169 -0.460 5.793
H -0.356 4.788 -1.811
H -0.823 2.216 -1.520
H -1.432 1.737 5.170
H -1.097 2.410 3.523
H -2.453 -2.076 1.198
H 1.557 0.451 4.998
H -0.173 0.943 -3.297
H -0.156 2.858 -0.055
H 1.262 -4.131 0.242
H 0.796 3.926 -2.834
H 2.181 0.233 1.919
H 2.313 2.581 -0.932
H 2.100 -0.291 -2.723
H 0.275 2.191 4.631
H -1.834 0.416 -3.423
H -1.996 -3.720 0.694
H 1.686 1.391 -2.172
H -0.937 -2.740 1.731
H -3.284 -0.406 -0.186
H 1.261 -1.258 4.578
H 1.905 -1.713 -3.745
H 1.358 4.352 -1.212
H -3.128 0.124 -1.855
H 2.420 -2.894 -0.355
*
```

- M (g mol⁻¹) = 396.4
- max |F| (eV Å⁻¹) = 3.83
- HOMO-LUMO gap (alpha / beta) (eV) = 5.8916 / 5.9100
- highest occupied orbital energy (alpha / beta) (eV) = -14.0 / -14.1

Entry 3:
C15H29N12O5 | wB97M-V/def2-TZVPD

Geometry as ORCA input:
```
! RIJCOSX wB97M-V def2-TZVPD def2/J DEFGRID3
* xyz 1 1
O 2.140 5.769 -5.088
O -1.003 -0.268 -6.811
O -1.546 -5.335 5.057
O 3.352 0.551 1.117
O 2.000 4.854 -0.101
N 2.050 4.961 -2.361
N -0.527 -0.704 -4.640
N 3.958 7.120 -5.014
N 3.910 0.187 3.282
N -2.261 -3.704 6.463
N -2.560 -1.303 -5.538
N 1.843 -0.424 2.494
N -1.050 -5.480 7.261
N -1.342 -2.427 -0.420
N 3.987 5.209 -6.277
N 2.299 2.946 -1.290
N -1.609 -1.568 0.539
C 3.059 0.133 2.228
C -4.664 -1.634 2.955
C 3.287 6.017 -5.437
C 0.162 -0.557 -1.291
C -3.418 -3.842 3.098
C -1.614 -4.871 6.186
C -4.511 -2.964 3.545
C -1.137 -0.330 0.737
C -2.435 -3.437 2.094
C -0.453 -1.881 -1.272
C 2.109 4.297 -1.181
C -1.343 -0.727 -5.740
C -3.677 -1.229 1.959
C -0.210 0.331 -0.175
C -2.578 -2.080 1.534
H 0.865 -0.267 -2.098
H 3.523 4.383 -6.612
H -3.776 -0.214 1.506
H -1.615 -4.103 1.755
H 1.196 -0.473 1.731
H 0.178 1.362 -0.036
H 4.897 7.342 -5.287
H -1.093 -5.117 8.195
H -1.459 0.239 1.641
H -2.328 -3.308 7.382
H 1.567 -0.776 3.392
H -3.305 -4.852 3.561
H 2.137 4.520 -3.259
H 3.472 7.742 -4.392
H 2.392 2.463 -2.164
H -0.785 -1.076 -3.748
H 4.927 5.393 -6.576
H -3.185 -1.337 -6.325
H 4.816 0.593 3.119
H -5.482 -0.942 3.262
H -2.692 -3.224 5.692
H 3.686 -0.151 4.199
H 0.380 -0.286 -4.753
H -5.227 -3.298 4.328
H 2.350 2.421 -0.431
H -2.858 -1.687 -4.662
H 1.910 5.955 -2.321
H -0.144 -2.571 -2.105
H -0.563 -6.344 7.095
*
```

- M (g mol⁻¹) = 457.5
- max |F| (eV Å⁻¹) = 3.88
- HOMO-LUMO gap (eV) = 6.2254
- highest occupied orbital energy (eV) = -11.4

Entry 4:
C15H29N2O4 | wB97M-V/def2-TZVPD

Geometry as ORCA input:
```
! RIJCOSX wB97M-V def2-TZVPD def2/J DEFGRID3
* xyz 1 1
O 1.733 0.382 -0.111
O -0.837 4.703 2.357
O 2.744 -1.309 0.833
O 0.852 3.422 2.906
N 1.682 -2.602 -3.617
N -0.447 -2.270 -3.614
C -0.797 -1.632 -1.116
C 2.192 -0.086 0.906
C -1.051 -0.108 -1.240
C 1.332 -2.275 -2.311
C 2.527 -2.598 2.901
C -3.003 4.427 1.263
C -0.016 -2.065 -2.317
C -2.071 -2.433 -0.843
C 3.459 -1.909 1.928
C -1.739 5.253 1.392
C -0.061 2.981 0.762
C -3.058 -2.518 -2.005
C 0.038 3.729 2.075
C 2.081 0.624 2.228
C 0.595 -2.595 -4.371
H -0.158 0.343 -0.819
H -2.791 3.420 0.904
H -1.237 5.395 0.434
H -0.121 -1.793 -0.282
H 2.839 0.340 2.952
H -3.297 -1.547 -2.431
H 0.600 -2.795 -5.424
H 3.098 -3.092 3.686
H -3.697 4.901 0.569
H -1.405 -2.170 -3.910
H -3.489 4.332 2.234
H 2.181 1.690 2.060
H 4.097 -1.171 2.413
H -2.730 -3.232 -2.758
H -3.994 -2.916 -1.627
H 4.119 -2.639 1.465
H 1.095 0.432 2.649
H 1.840 -1.893 3.370
H -1.966 0.191 -0.744
H -2.580 -1.917 -0.031
H -1.862 -3.427 -0.459
H 1.925 -3.346 2.383
H 2.028 -2.182 -1.502
H -1.983 6.244 1.768
H -0.508 3.554 -0.048
H 2.617 -2.792 -3.936
H -0.639 2.073 0.922
H 0.941 2.708 0.448
H -1.078 0.165 -2.292
*
```

- M (g mol⁻¹) = 301.4
- max |F| (eV Å⁻¹) = 1.31
- HOMO-LUMO gap (eV) = 9.5114
- highest occupied orbital energy (eV) = -12.1

Entry 5:
C15H29N2OPS | wB97M-V/def2-TZVPD

Geometry as ORCA input:
```
! RIJCOSX wB97M-V def2-TZVPD def2/J DEFGRID3
* xyz 0 1
S 2.488 1.290 -1.894
P -1.648 -1.813 -0.010
O -2.970 -1.832 1.065
N 0.866 3.978 0.406
N 4.827 -4.146 -2.165
C 0.909 -0.896 -1.026
C 2.961 -4.983 -2.997
C -3.028 -0.973 2.189
C -4.310 -0.160 2.195
C -4.137 1.291 1.824
C 4.088 -3.080 -2.597
C 4.147 -5.308 -2.400
C 0.236 5.188 0.317
C 1.298 5.041 2.294
C -0.282 -1.799 -1.322
C 0.985 0.289 -1.953
C 0.478 5.871 1.478
C -3.313 2.098 2.804
C 2.923 -3.565 -3.122
C 1.515 3.880 1.604
H 0.067 -2.812 -1.482
H -2.947 -1.578 3.085
H 2.130 -2.976 -3.550
H 2.081 3.001 1.858
H 0.851 -0.511 -0.007
H -4.974 -0.651 1.495
H -0.325 5.461 -0.560
H 5.732 -4.084 -1.736
H 0.198 0.988 -1.696
H 4.459 -2.074 -2.498
H -0.769 -1.492 -2.243
H -2.165 -0.304 2.182
H -3.485 1.754 3.819
H -4.772 -0.200 3.176
H -3.686 1.349 0.836
H 0.119 6.858 1.713
H -2.508 -2.507 -0.856
H 0.830 -0.033 -2.974
H -0.849 -2.526 0.890
H -3.555 3.150 2.763
H 1.823 -1.474 -1.088
H 3.384 0.331 -1.744
H -2.255 2.019 2.610
H -5.120 1.744 1.747
H -1.613 -0.405 0.045
H 1.681 5.272 3.273
H 2.204 -5.681 -3.313
H 0.872 3.269 -0.306
H 4.563 -6.263 -2.129
*
```

- M (g mol⁻¹) = 316.5
- SMILES = CCCCO[PH3]CCCS.c1cc[nH]c1.c1cc[nH]c1
- max |F| (eV Å⁻¹) = 0.70
- HOMO-LUMO gap (eV) = 8.8304
- highest occupied orbital energy (eV) = -8.2

Entry 6:
C15H29N2OTl | wB97M-V/def2-TZVPD

Geometry as ORCA input:
```
! RIJCOSX wB97M-V def2-TZVPD def2/J DEFGRID3
* xyz 2 1
Tl 1.414 -1.358 2.376
O -0.815 0.207 2.445
N -0.326 -0.151 4.683
N -2.362 -0.732 3.768
C -2.555 -0.542 -2.030
C -0.740 -2.015 -0.905
C 0.665 -2.147 -1.000
C -1.137 -0.168 3.592
C 0.008 -0.482 -2.449
C 1.145 -1.125 -1.876
C 1.544 2.516 -0.605
C 1.507 -3.120 -0.268
C 2.567 -0.877 -2.238
C -1.152 -1.004 -1.814
C -0.251 4.137 -1.282
C 0.050 0.600 -3.472
C 0.930 0.586 4.815
C 0.013 2.794 -0.622
C -1.624 -2.787 -0.006
H 1.051 -3.435 0.680
H -2.767 -0.941 4.660
H -2.588 0.487 -2.448
H 2.779 0.185 -2.482
H -0.960 0.927 -3.769
H 0.824 1.414 5.527
H -1.274 4.446 -1.496
H -0.549 2.010 -1.156
H 0.228 4.901 -0.683
H -2.614 -2.317 0.108
H 0.567 1.494 -3.076
H -0.334 2.749 0.430
H 2.238 3.037 -1.301
H -1.193 -2.881 1.004
H 1.897 2.790 0.419
H -3.119 -1.206 -2.726
H 0.234 4.160 -2.253
H 2.496 -2.694 -0.063
H -1.802 -3.810 -0.380
H 3.246 -1.151 -1.410
H 0.581 0.279 -4.387
H -2.984 -0.731 2.975
H -0.846 -0.368 5.533
H 1.742 -0.052 5.178
H -3.120 -0.517 -1.073
H 1.176 0.980 3.826
H 2.849 -1.477 -3.126
H 1.695 -4.062 -0.800
H 1.665 1.450 -0.823
*
```

- M (g mol⁻¹) = 457.8
- max |F| (eV Å⁻¹) = 1.24
- HOMO-LUMO gap (alpha / beta) (eV) = 6.8017 / 6.5085
- highest occupied orbital energy (alpha / beta) (eV) = -15.5 / -15.4

Entry 7:
C15H29N5O4PdSSb | wB97M-V/def2-TZVPD

Geometry as ORCA input:
```
! RIJCOSX wB97M-V def2-TZVPD def2/J DEFGRID3
* xyz 2 6
Sb -2.553 -1.015 0.044
Pd 0.167 -0.050 0.236
S 1.909 -4.615 0.499
O 0.974 -0.252 -1.782
O -1.151 -0.455 -2.512
O -0.912 0.435 2.159
O 0.580 2.187 -0.280
N 2.047 0.053 -4.049
N -0.870 1.204 4.272
N 0.689 -2.112 0.630
N 0.527 -0.521 3.638
N 1.670 2.610 0.273
C 2.593 3.227 -0.637
C 0.579 -0.261 -4.111
C 1.203 -3.160 0.569
C 3.860 2.771 -0.675
C 4.308 1.779 0.234
C 0.051 -0.332 -2.673
C -3.216 1.000 -0.177
C -0.440 0.367 3.316
C -4.660 1.127 -0.659
C 3.446 1.359 1.288
C -3.549 -2.113 -1.489
C 2.179 1.810 1.345
C -3.285 -3.613 -1.394
C -3.366 -1.772 1.873
C -4.808 -1.315 2.084
H -3.037 1.473 0.789
H 2.262 0.988 -4.393
H 4.556 3.213 -1.377
H 0.053 0.511 -4.664
H -4.611 -1.883 -1.377
H 1.489 1.708 2.168
H 2.628 -0.613 -4.555
H -3.290 -2.858 1.824
H -5.373 0.687 0.035
H -4.873 -0.235 2.215
H -5.459 -1.597 1.256
H 0.430 -1.216 -4.609
H 0.807 -0.668 4.592
H -3.616 -4.029 -0.442
H -1.568 1.884 4.027
H -3.827 -4.138 -2.181
H -0.567 1.149 5.229
H 2.174 4.012 -1.248
H -5.212 -1.781 2.984
H 2.241 0.011 -3.022
H -4.799 0.655 -1.632
H 5.325 1.419 0.191
H 0.731 -1.245 2.969
H -2.225 -3.843 -1.516
H 3.827 0.734 2.084
H -2.713 -1.426 2.672
H -4.917 2.182 -0.771
H -3.200 -1.685 -2.425
H -2.525 1.442 -0.895
*
```

- M (g mol⁻¹) = 603.7
- max |F| (eV Å⁻¹) = 0.59
- HOMO-LUMO gap (alpha / beta) (eV) = 7.3937 / 5.4516
- highest occupied orbital energy (alpha / beta) (eV) = -12.3 / -14.5

Entry 8:
C15H30AsF6N2O6S3Tl | wB97M-V/def2-TZVPD

Geometry as ORCA input:
```
! RIJCOSX wB97M-V def2-TZVPD def2/J DEFGRID3
* xyz 2 1
Tl -0.927 0.297 -2.056
As -3.101 -0.048 2.623
S 1.413 0.087 0.430
S -1.298 2.387 2.444
S -0.861 3.241 -0.285
F -2.934 2.775 4.384
F 0.289 5.544 0.103
F -3.296 4.023 2.649
F -1.878 5.596 0.083
F -1.629 4.465 3.964
F -0.784 5.336 -1.771
O 0.819 -1.561 -2.019
O -0.443 1.694 3.341
O -2.397 1.429 1.863
O -0.087 0.181 0.734
O 0.296 2.698 -0.934
O -2.149 2.781 -0.713
N 2.667 -1.713 -3.325
N -0.744 3.202 1.326
C 2.221 1.209 1.583
C -2.219 -0.478 4.251
C -4.919 0.461 2.866
C 1.614 -2.261 -2.657
C 1.083 -3.805 -4.455
C -0.801 5.079 -0.479
C 1.643 -1.471 -5.527
C -2.362 3.524 3.435
C 1.958 -1.497 1.103
C 0.573 -2.512 -5.139
C 1.374 -3.714 -2.923
C 3.737 1.157 1.447
C -2.815 -1.348 1.272
C 2.287 -0.726 -4.357
C 1.737 -1.657 2.599
H 3.268 -2.423 -3.726
H 1.839 2.190 1.296
H 4.051 1.341 0.419
H 1.609 -0.008 -3.898
H 1.389 -2.222 0.519
H 2.429 -1.983 -6.091
H 0.071 -2.813 -6.058
H 3.005 -1.604 0.817
H -2.759 -1.331 4.665
H 4.186 1.926 2.073
H 0.343 -4.591 -4.603
H -2.264 0.363 4.938
H 1.878 0.987 2.591
H -5.197 1.135 2.058
H -1.189 -0.744 4.033
H -3.447 -1.123 0.415
H 1.653 -2.710 2.863
H 2.250 -4.313 -2.667
H 0.535 -4.059 -2.324
H -5.034 0.951 3.830
H -3.075 -2.326 1.678
H -1.754 -1.290 1.024
H 3.171 -0.174 -4.669
H 1.209 -0.741 -6.216
H 2.559 -1.237 3.176
H 1.982 -4.139 -4.975
H 0.820 -1.151 2.906
H -5.533 -0.439 2.824
H -0.207 -2.047 -4.524
H 4.145 0.198 1.769
*
```

- M (g mol⁻¹) = 823.9
- max |F| (eV Å⁻¹) = 0.69
- HOMO-LUMO gap (eV) = 9.1170
- highest occupied orbital energy (eV) = -14.6

Entry 9:
C15H30AuN2OS4 | wB97M-V/def2-TZVPD

Geometry as ORCA input:
```
! RIJCOSX wB97M-V def2-TZVPD def2/J DEFGRID3
* xyz 3 1
Au 0.197 0.057 -0.333
S 1.296 1.906 0.482
S 1.456 0.432 -2.537
S -2.108 1.822 1.551
S 2.205 -1.350 0.448
O -1.835 0.780 0.431
N -0.913 -1.530 -1.005
N -2.226 -2.762 -2.207
C -3.067 -1.446 2.394
C 1.786 2.763 -1.054
C 3.295 -1.141 -0.992
C -1.653 -1.565 -2.108
C -4.511 2.489 0.264
C -1.019 -2.767 -0.389
C 2.592 -0.962 -2.337
C -2.423 -0.361 3.249
C -3.253 3.055 0.913
C 2.459 1.892 -2.096
C -2.949 1.039 2.951
C -1.840 -3.539 -1.140
C 2.901 1.306 1.129
C 2.852 -0.122 1.625
C -5.410 3.637 -0.194
H -2.839 -3.053 -2.956
H -1.785 -0.763 -2.817
H -1.330 -0.376 3.171
H 3.351 -0.874 -3.117
H -4.906 4.273 -0.922
H -4.016 1.039 2.724
H -2.873 -1.298 1.331
H -2.661 3.655 0.220
H -2.178 -4.553 -1.010
H 1.983 -1.833 -2.588
H 3.645 1.451 0.348
H 3.884 -2.057 -1.060
H -4.226 1.865 -0.585
H 3.447 1.556 -1.787
H 0.856 3.195 -1.427
H -0.510 -3.003 0.528
H 3.158 1.976 1.952
H 3.856 -0.434 1.920
H 3.995 -0.335 -0.783
H -2.642 -0.546 4.302
H -5.722 4.256 0.647
H -4.147 -1.461 2.543
H -5.051 1.859 0.972
H -2.689 -2.427 2.682
H 2.591 2.476 -3.009
H 2.214 -0.228 2.505
H -3.463 3.666 1.798
H 2.432 3.592 -0.755
H -6.309 3.240 -0.663
H -2.753 1.749 3.757
*
```

- M (g mol⁻¹) = 579.7
- max |F| (eV Å⁻¹) = 1.62
- HOMO-LUMO gap (alpha / beta) (eV) = 5.6186 / 5.6197
- highest occupied orbital energy (alpha / beta) (eV) = -18.0 / -18.0

Question: max |F| of number 9 (C15H30AuN2OS4)?
Answer: 1.62 eV Å⁻¹

Question: max |F| of number 1 (C15H29I2N3O7P2)?
Answer: 2.42 eV Å⁻¹

Question: The lowest M belongs to which entry?
Answer: C15H29N2O4

Question: Which formula does entry 6 have?
Answer: C15H29N2OTl